The following is a quantum chemistry calculation of a structure of composition C50H38P3PtS5, from the OMol25 dataset.

As for the expectation value of S²: 2.03. The HOMO energy (alpha / beta) is -2.51 / -4.10 eV. As for the HOMO-LUMO gap (alpha / beta): 4.8 / 5.2 eV. As for the lowest unoccupied orbital energy (alpha / beta): 2.30 / 1.06 eV.

Geometry as ORCA input:
```
! RIJCOSX wB97M-V def2-TZVPD def2/J DEFGRID3
* xyz -1 3
P 2.7369 2.6674 -3.5187
C 0.3286 3.7798 -1.0678
H 5.9158 2.4150 2.3191
S 3.7389 -0.9088 3.3109
C 3.8826 2.5305 -4.9609
C 6.0987 2.0271 -5.7760
H -0.8230 5.3604 -5.5060
H -4.8267 3.8847 -5.2707
C 3.3487 -3.4146 -2.0337
C 3.4090 1.1280 -0.3316
C 2.1512 -4.0358 -2.3428
H 0.0738 -1.3879 -1.9248
C -2.6262 2.6075 -2.3534
H -4.6943 1.4595 -4.7911
H -4.3558 -1.0115 3.7342
Pt 0.0442 0.3211 -0.0159
C 2.7594 0.8770 -3.0466
C 0.6418 5.5167 0.5489
C 4.7404 0.7244 -0.3609
H 7.1006 1.6602 -5.5960
C -5.0360 2.1027 1.2367
H -1.3993 1.1476 -5.8986
C 1.1321 2.8116 -4.4132
H 1.8824 5.2428 -1.1780
C -0.4539 5.0503 1.2551
C 1.6745 0.7631 3.0580
P 2.0426 0.4811 -1.3591
H 3.8096 0.5785 -2.9781
H -5.9042 2.7474 1.2839
C -1.5001 -1.3979 1.9361
C -4.0609 2.3403 0.2625
C 1.0268 4.8851 -0.6225
H 5.4885 1.7770 -3.7469
H 0.6500 0.7226 -4.6981
C 4.4610 2.9345 -7.2658
H 5.1001 0.0445 -1.1177
H 4.3244 -1.6260 -1.4490
H 6.6486 0.8153 0.5888
C -4.1295 2.1618 -4.1904
C 1.0020 -1.9639 -1.9734
H 0.6367 3.2620 -1.9692
H 1.2087 6.3605 0.9178
C 5.6320 1.1815 0.5920
C -1.2367 3.2811 -5.8083
C -3.4669 4.4139 -3.6998
H -2.1562 3.4468 -6.3493
C -4.8921 1.0691 2.1221
H 4.1800 3.2824 -8.2492
C 2.2682 -0.3520 2.5174
H 3.6118 3.3208 2.2479
H 2.0062 2.4538 0.5938
C -2.6673 3.9644 -2.6673
C -0.8119 1.9884 -5.5598
C 5.7396 2.4530 -7.0442
H -3.5239 5.4730 -3.9146
C 2.2075 -1.3267 -1.6722
H -0.6341 -2.0492 1.9301
H -2.1130 4.6739 -2.0717
P -1.6197 1.8274 -1.0198
H -4.1877 3.1633 -0.4287
S 0.3496 1.6251 2.4621
C 5.2246 2.0900 1.5562
H 2.5472 3.3588 -6.4185
C -2.9427 1.5373 0.1912
S 5.0528 0.4307 5.6124
C -0.7766 3.3077 -0.3643
C -2.7522 0.4694 1.1042
H -3.2727 0.6575 -2.9177
C 5.1837 2.0777 -4.7411
H 1.2551 4.9386 -4.2456
S 2.4667 1.4117 4.4999
C 0.9749 -3.3053 -2.3077
H 2.1350 -5.0870 -2.5953
C -3.6013 -0.8453 2.9761
H -2.0159 3.5930 1.3629
H 6.4558 2.4146 -7.8524
C -1.5845 -0.3382 1.0577
C 3.3789 -2.0707 -1.7083
H 0.0329 -3.7844 -2.5370
H -2.3807 -2.4889 3.5607
C -3.7621 0.2272 2.0779
H 4.2712 -3.9772 -2.0410
C -1.1676 3.9558 0.8016
C -4.2041 3.5215 -4.4634
C -2.5011 -1.6519 2.8846
H -5.6452 0.8887 2.8786
C 3.8172 0.3197 4.5370
H 2.2861 0.2581 -3.8134
C 0.3631 1.7496 -4.8713
C 3.0297 2.0953 0.5965
C 3.9296 2.5808 1.5273
C 3.5399 2.9741 -6.2339
H -0.7484 5.5374 2.1741
C -3.3398 1.7136 -3.1532
C 0.6786 4.1112 -4.6377
S 1.7567 -1.2761 1.1927
C -0.4902 4.3469 -5.3360
*
```

The following is a quantum chemistry calculation of a structure of composition C37H31AgF6IN11O3PS, from the OMol25 dataset.

As for the expectation value of S²: 0.78. The HOMO energy (alpha / beta) is -8.40 / -8.39 eV. As for the HOMO-LUMO gap (alpha / beta): 8.1 / 5.6 eV. As for the lowest unoccupied orbital energy (alpha / beta): -0.35 / -2.76 eV.

Geometry as ORCA input:
```
! RIJCOSX wB97M-V def2-TZVPD def2/J DEFGRID3
* xyz 0 2
C 2.6913 -5.2579 3.8381
H 0.7581 -0.4425 -2.0376
N 1.2608 -3.5257 2.2048
C -0.0906 5.4610 2.7971
H 0.6990 2.0219 5.6755
N 0.6149 1.4780 3.6944
C -2.6839 -2.2966 -3.7877
H 0.6615 -2.0513 -5.6552
H 0.6175 -2.8672 -3.3101
H 0.9876 6.7469 5.7164
C -2.6402 3.4326 -3.8695
C 2.0201 0.6991 2.3719
C 0.5740 4.6756 5.3675
N -0.6279 6.7356 -0.4695
H 2.6714 -2.1055 2.6451
O -0.9659 4.8670 0.6227
C -1.5497 5.3804 -2.9790
C -1.5115 -2.6910 -3.1303
H 4.1386 -5.1199 -3.5949
N 1.9243 1.3784 3.4828
H 0.6623 -4.2040 -0.6326
I 0.8275 -7.6264 3.4251
N 1.8048 -2.5009 -0.4477
H 3.0775 -0.8910 -0.4268
H -3.6204 -2.3508 -3.2519
H 5.0963 -3.6917 -3.6220
C -2.7044 2.8678 -2.6035
H -0.9292 1.9185 4.9811
C 1.5305 -5.6582 3.2008
H 0.4236 7.4429 3.4085
H -2.2572 3.1495 -0.5293
H -2.7970 -0.0295 0.0608
F -0.3443 -1.8399 6.2159
F -1.4634 -0.4684 4.7523
H 0.8358 4.3794 6.3711
N -0.8241 -0.4979 -0.5915
C 3.5649 -3.6853 -2.2726
N 4.4133 -4.2591 -3.1552
F -1.3223 -2.0572 3.0977
C 2.9145 -1.8770 -0.8401
C -0.2387 -0.1669 -1.7668
C -3.2287 1.4696 -2.3690
H 3.2488 -5.9360 4.4670
C 0.3442 6.4133 3.7150
C -1.6199 4.8239 -1.7036
C 0.8352 -4.7631 2.4034
H 2.1585 -5.3247 -2.2292
P -0.8517 -1.9773 4.7029
H -1.1065 0.7986 2.6392
C -0.2677 -2.1437 -5.1133
F 0.5728 -1.3624 4.1734
C 2.4088 -4.3473 -1.8402
H -3.6014 1.0395 -3.3010
O -0.2350 -1.2041 -7.7285
N -1.0172 0.5274 -2.5513
F -2.2632 -2.5823 5.1333
C 3.1130 -3.9539 3.6444
C -2.0755 4.6869 -4.0511
H -0.5224 3.4007 2.4494
C -1.3031 -1.3792 -7.2023
C -2.6542 -1.8624 -5.0935
C -1.4425 -1.7937 -5.7864
C 1.5799 -3.7192 -0.9405
H 4.6964 -1.8677 -2.0144
C 3.8146 -2.4176 -1.7282
H -3.5948 -1.5715 -5.5490
H -3.0257 2.8908 -4.7186
C -2.2024 3.5726 -1.5220
C -0.2949 -2.5937 -3.8165
C -0.0403 0.8773 2.7008
N -2.1534 0.6536 -1.8633
S -1.6107 -3.3119 -1.5238
C -0.1915 4.1260 3.1776
H -4.0324 1.4728 -1.6281
H -0.0940 -5.0472 1.9288
Ag 0.1231 -1.7906 1.1060
H -2.0298 5.1134 -5.0417
C -2.0282 0.0340 -0.6842
N -0.2175 6.9188 0.7925
H -1.0832 6.3439 -3.1021
F -0.2243 -3.4609 4.5845
C 2.3706 -3.1291 2.8160
C -0.4167 5.8035 1.4320
N 0.8224 0.3680 1.8360
H -3.2244 -1.4178 -7.3923
O -2.4386 -1.1945 -7.9063
H 2.9614 0.4487 1.9256
C 0.0967 2.2449 4.7929
C -1.0717 5.5160 -0.5596
C 0.6611 6.0107 4.9982
H 4.0053 -3.5905 4.1289
C 0.1536 3.7177 4.4545
*
```

The following is a quantum chemistry calculation of a structure of composition C52H42KN4OP2S2Si, from the OMol25 dataset.

As for the expectation value of S²: 0.77. The HOMO energy (alpha / beta) is 0.52 / -0.87 eV. As for the HOMO-LUMO gap (alpha / beta): 3.4 / 4.8 eV. As for the lowest unoccupied orbital energy (alpha / beta): 3.97 / 3.96 eV.

Geometry as ORCA input:
```
! RIJCOSX wB97M-V def2-TZVPD def2/J DEFGRID3
* xyz -2 2
C -0.4231 -0.4459 -3.0694
Si -1.1648 1.8795 1.7182
C -1.8118 -6.3169 -1.6102
H -0.7280 2.5139 4.0861
N 0.6170 -3.7626 -0.4450
N 1.8537 -5.5836 0.0465
H -2.8106 -6.4345 -2.0170
C 3.3888 2.2057 -0.0795
C -0.2333 -4.0906 2.8496
H 4.4359 2.8889 -3.2447
H -1.9730 -6.8593 2.0611
H 3.9290 -0.4804 1.3872
H 3.0056 3.7077 2.5998
H -1.4021 6.0631 -3.6236
C -2.9053 1.8924 -0.6143
H -4.1270 1.9304 -2.3829
O -0.6938 -1.8967 2.5049
C -1.6229 -2.4198 -3.7194
C 2.1944 1.7250 2.4782
C -1.6415 2.2687 3.5359
C -1.7139 -5.8139 2.1721
C -2.2431 -3.4642 1.7230
C -2.0862 2.3170 -4.2327
H -3.5658 -2.6488 -2.8334
C 1.7711 -4.1886 0.1005
C -2.0371 4.5829 -5.0472
P 1.7637 1.8015 0.6934
H -6.2106 2.2181 1.3393
C -0.4788 -1.6357 -3.7763
H -2.6123 2.8856 -6.2299
H 3.5718 3.5500 4.9926
C 0.2200 -7.3302 -0.7615
C -2.8490 1.9848 0.7879
C 5.8075 2.2904 -0.2137
S 4.9779 -2.6674 1.8571
C -1.3361 -5.0344 -1.3590
H 6.6540 2.7243 -2.1396
H 0.3833 -1.9675 -4.3413
K -0.1452 -1.1078 0.3124
C 5.7457 2.5834 -1.5661
H -2.3404 3.1046 3.6653
C -5.3124 2.0960 -0.6086
C 3.1089 2.7070 4.4918
H -2.1843 5.2968 -5.8492
H 2.5961 -6.1263 0.4431
H -0.9436 6.8436 0.4984
C 1.8695 0.5775 3.2040
C -2.6945 -2.0144 -2.9385
H 1.2985 -0.2302 2.7570
C -4.0748 2.0947 1.4551
C -0.4038 5.9029 0.5391
H -2.2762 1.2647 -4.4077
H -1.9565 -4.1636 -1.5199
N -1.0689 -3.1393 2.3691
H -2.0722 1.3771 3.9951
C -1.6001 5.0122 -3.7995
C 2.1937 0.4884 4.5506
H -3.4624 -5.1066 1.1672
C 2.8198 1.5463 5.1956
H 1.4204 6.7131 -0.2679
C -1.0554 -7.4510 -1.3246
N 2.7494 -2.0549 0.7162
C 3.3475 2.4712 -1.4531
H 0.4869 0.1462 -3.0843
C -0.0607 -4.8897 -0.8112
C -1.0276 4.7585 1.0207
C 2.8045 -3.4407 0.6910
H 4.2323 -4.9929 1.4762
H 2.3833 2.5208 -1.9509
H 4.7201 1.8789 1.5773
C 3.9787 -3.9647 1.2831
H -1.0430 4.4390 -1.8121
H 0.6717 -3.6714 3.2639
C -2.5436 -4.8437 1.6716
C 4.6427 2.1085 0.5234
C -0.3717 3.5287 1.0901
H 6.7685 2.1976 0.2792
C -2.6430 -0.8167 -2.2390
H -1.6570 -3.3692 -4.2389
H 1.9280 -0.4092 5.0949
C 2.7929 2.7935 3.1430
P -1.3307 1.6524 -1.5299
C -2.2749 3.2332 -5.2602
H 0.8083 -8.2080 -0.5164
C 3.7875 -1.5461 1.2738
H -2.0630 4.8157 1.3457
H -4.0836 2.1412 2.5379
C -4.1156 1.9747 -1.2991
C -1.4009 4.0986 -2.7783
C -1.5150 -0.0028 -2.3169
H -1.4589 -8.4367 -1.5256
C 0.9143 5.8308 0.1091
C 4.5043 2.6751 -2.1844
C 0.6904 -6.0558 -0.5155
C -1.6545 2.7387 -2.9766
S -3.2404 -2.2718 1.0194
H 0.2027 -6.1450 3.1508
H 2.6174 4.5748 -0.1818
H -6.2520 2.1404 -1.1472
C 0.9547 3.4715 0.6378
C -0.5138 -5.4289 2.7731
H -3.4683 -0.5337 -1.5999
H 3.0608 1.4753 6.2500
C 1.5903 4.6175 0.1595
C -5.2846 2.1410 0.7792
*
```

The following is a quantum chemistry calculation of a structure of composition C49H43CdI2N7O3SSi, from the OMol25 dataset.

The HOMO energy is -1.74 eV. As for the HOMO-LUMO gap: 5.3 eV. As for the lowest unoccupied orbital energy: 3.56 eV.

Geometry as ORCA input:
```
! RIJCOSX wB97M-V def2-TZVPD def2/J DEFGRID3
* xyz -2 1
C 5.3002 1.9487 2.2443
C -3.3493 1.5372 2.0398
N 1.0146 0.4136 4.0129
N -2.3600 0.3575 4.9869
C -5.6697 2.1449 2.1907
C 1.5215 -3.4901 -0.8533
C 5.4071 3.0113 3.1339
C -3.2741 -2.3002 3.1550
H -4.8370 -1.9395 -3.2911
C 1.3073 -1.5870 -5.0694
C 2.7871 0.0493 5.6776
C -1.9760 -3.6767 4.6410
H 2.2425 -5.3958 -1.5494
C -3.5558 -4.2653 -1.1984
H -5.2983 -0.8389 0.6484
H -4.0099 1.3002 -3.0675
C -3.1391 -2.0274 -0.3324
C -3.0323 -3.4184 -0.2294
H -1.1973 -2.2317 -1.5157
H 2.7135 -1.6663 1.5546
H -0.9979 -0.6302 -3.1137
C 1.3766 0.1083 5.1990
I 4.2459 1.3592 -2.5868
C -5.0110 0.0742 1.1573
Cd -0.1860 0.3312 -0.2673
C -1.0106 0.2306 4.8751
H -0.0423 -2.3032 2.2277
H 4.2954 -0.0025 -5.4024
H 6.3530 3.2245 3.6193
C -4.3355 2.4314 2.4340
C -3.8053 -1.5235 -1.4575
C 0.9348 -1.1581 -3.8107
O -1.7608 1.1639 -1.8729
C 0.4130 -3.4197 -1.9009
H 3.1797 2.1659 5.4591
C -0.9313 -2.5410 2.7956
C 2.3832 -4.5881 -0.8401
H -4.2400 -1.9020 2.8591
H 2.6399 1.7034 7.0809
C -3.6588 0.3352 1.3956
H 2.8734 -0.7126 6.4559
C 3.0012 0.0651 -3.6960
C -4.6237 4.0723 -1.2178
I 3.0065 -1.8392 -7.5949
H -7.0455 0.7263 1.3545
H -1.1417 4.3259 0.6058
H 4.1054 -5.4641 0.0917
C 2.6531 -2.5266 0.8952
C -0.4063 -1.5413 -3.2545
O 1.4889 0.7921 1.1566
H -0.9265 -2.1909 -3.9817
H -4.6219 -4.3972 -3.0605
H -6.4445 2.8420 2.4890
H -5.7734 2.9736 -2.6706
C -3.8560 2.0942 -2.3444
H 4.3795 -3.5443 1.6742
C -6.0044 0.9593 1.5520
C 3.0816 3.5320 2.7755
C -3.1967 -3.1278 4.2687
H -3.4424 -5.3398 -1.0978
H -2.8271 0.4769 4.0953
C 2.9646 2.4608 1.8979
C -3.4205 4.1247 -0.5443
H -2.5219 -3.8421 0.6297
C 3.5696 -3.5656 0.9563
C 1.7766 -0.2844 -3.0358
N 0.8661 3.0168 0.9082
H -3.2600 4.9311 0.1668
C -4.8336 3.0354 -2.1302
Si -2.2063 -0.8188 0.8423
H 4.2917 1.3367 6.5574
C -2.6066 2.0931 -1.6449
H 0.6501 -2.2482 -5.6231
H 3.4165 -0.2287 4.8310
H 3.9771 0.8433 0.9510
C 4.2949 3.7990 3.3955
N 1.6487 -2.4976 0.0183
H -2.8203 -0.2737 5.6187
N -0.2874 -2.1565 -1.9432
C -2.4034 3.1800 -0.7179
H 6.1670 1.3345 2.0290
C 4.0856 1.6723 1.6388
C 3.3666 -0.3351 -4.9608
H 2.2110 4.1435 2.9758
C 3.2524 1.4001 6.2295
C -4.3374 -2.3607 -2.4255
H 4.3793 4.6220 4.0970
S -0.0062 -0.1558 6.2786
H -1.9116 -4.3399 5.4967
C -0.8415 -3.3831 3.8961
H -0.2812 -4.2528 -1.7165
C 1.6729 2.0407 1.2653
C -4.2158 -3.7398 -2.3000
C -2.1463 -1.9800 2.3976
H -2.3051 1.7829 2.2110
N -0.2055 2.5745 0.1675
O 1.5106 0.1650 -1.8861
C 2.5026 -1.1754 -5.6425
H -4.0612 3.3642 2.9138
H -4.0868 -3.3540 4.8478
H -3.8903 -0.4491 -1.5691
N -0.3207 0.4802 3.8097
H 0.1174 -3.8034 4.1806
C 3.4196 -4.6247 0.0744
C -1.1960 3.3763 0.0605
H 0.8837 -3.6103 -2.8716
H -5.3869 4.8223 -1.0459
*
```

The following is a quantum chemistry calculation of a structure of composition C18H17F3NO6S3, from the OMol25 dataset.

The HOMO energy is -2.97 eV. As for the HOMO-LUMO gap: 5.3 eV. As for the lowest unoccupied orbital energy: 2.38 eV.

Geometry as ORCA input:
```
! RIJCOSX wB97M-V def2-TZVPD def2/J DEFGRID3
* xyz -1 1
C 2.2426 -1.2899 1.8827
H -0.4479 -1.2581 3.4711
F -0.1676 -1.7746 -0.8717
C -2.7716 1.2124 -5.2304
C 1.6008 0.0867 1.7893
C -1.9273 0.9087 -6.3071
C -3.6460 -0.8769 0.1114
C -4.1319 0.9352 -5.2901
C -4.6684 0.3402 -6.4312
C -4.3039 -0.3424 -0.9882
S -2.0572 2.0518 -3.8032
H -5.7344 0.1229 -6.4644
H -4.7672 1.1739 -4.4467
F 0.2691 -0.8234 -2.8075
H 2.8194 -1.3569 2.8082
H 0.1445 0.0059 0.1839
H -3.2645 -2.6474 1.2706
O -3.5242 2.2016 -0.5152
C 0.2423 0.1331 1.2656
C -2.4726 0.3334 -7.4596
H -6.2639 -2.9705 -1.8237
S -1.2965 0.5547 -1.2199
H -0.2900 0.3443 4.2066
C -5.2869 -1.0669 -1.6579
H -0.8622 1.1191 -6.2298
N -2.5200 0.9142 -2.5087
F -1.7019 -1.7368 -2.4464
C -3.8397 -2.2106 0.4525
C -0.8751 0.4056 2.1145
H -1.8208 0.1189 -8.3069
C -3.8404 0.0479 -7.5191
H 2.9402 -1.4037 1.0447
H -3.0056 -0.2389 0.7179
C -5.5157 -2.3928 -1.2861
H -5.8367 -0.6020 -2.4691
H -4.9674 -4.0065 0.0437
H -1.9051 -0.3187 3.8521
C -4.7845 -2.9691 -0.2436
S -3.9154 1.3106 -1.5731
O 2.2373 1.0935 2.1309
H -4.2636 -0.3976 -8.4180
H 1.5019 -2.0986 1.8393
C -0.7045 -1.0070 -1.8894
C -0.8735 -0.2493 3.4881
O -4.9898 1.6485 -2.4697
O -1.8148 1.1328 1.7433
O -2.7281 3.2946 -3.5504
O -0.6321 1.9748 -3.9660
*
```